94
Properties=species:S:1:pos:R:3:forces:R:3:mulliken_charge:R:1 method="wB97M-V/def2-TZVPD" charge=0 smiles="O=S1(=O)OCCO1.O=S1(=O)OCCO1.O=C1CCCO1.O=C1CCCO1.O=C1CCCO1.O=C1CCCO1.O=C1CCCO1.O=C1CCCO1" e_tot_ha=-3394.37583
O -0.458559 -4.470533 2.738220 -2.7 0.7 -2.7 -0.667
C -1.387879 -4.250923 1.930440 3.3 -1.1 3.3 0.601
O -2.215449 -3.214093 2.117670 0.1 0.5 0.4 -0.354
C -3.214699 -3.178903 1.106450 0.2 -0.9 -0.5 -0.393
C -2.638329 -4.101453 0.025620 -2.3 0.8 -2.4 0.065
C -1.858779 -5.078953 0.764710 1.0 -0.7 1.3 -0.552
H -3.496329 -2.149073 0.886810 0.3 -0.1 -0.2 0.136
H -4.094909 -3.736433 1.426570 -0.2 0.4 0.6 0.396
H -2.123179 -3.655603 -0.825220 0.2 0.4 0.3 -0.243
H -3.504409 -4.628843 -0.374200 0.0 0.2 -0.6 0.463
H -1.088589 -5.627673 0.222670 0.1 0.3 0.2 0.287
H -2.548499 -5.798293 1.206240 0.1 -0.3 0.1 0.292
O 5.177711 -1.674183 -2.280540 1.1 -0.8 0.3 -0.655
C 4.377461 -1.674673 -3.184060 1.7 -4.5 3.5 0.608
O 3.936941 -0.594513 -3.567530 -2.5 6.5 -2.6 -0.356
C 2.851471 -0.648033 -4.501370 0.7 -1.3 -1.0 -0.274
C 2.732771 -2.147263 -4.785190 -1.1 -1.0 1.2 -0.069
C 3.688791 -2.875183 -3.752170 -0.7 0.9 -1.9 -0.478
H 3.110441 -0.199033 -5.460250 0.1 0.8 0.5 0.387
H 1.918571 -0.261243 -4.091250 0.5 0.3 0.2 0.086
H 2.918491 -2.430203 -5.821310 -0.1 0.1 0.2 0.384
H 1.688861 -2.300083 -4.511350 0.0 -1.0 -0.5 -0.190
H 4.406171 -3.500203 -4.283970 0.0 -0.1 0.2 0.334
H 3.184271 -3.446243 -2.972770 0.1 0.2 -0.1 0.240
O 2.540601 4.538367 -0.205470 0.1 0.5 0.3 -0.577
C 1.777521 4.990117 0.611230 0.7 -1.8 -2.2 0.332
O 1.809001 6.254547 1.019480 0.6 0.4 0.1 -0.372
C 0.910971 6.409667 2.109210 -1.2 -1.3 -0.4 -0.408
C -0.172529 5.343227 1.766300 -0.3 -0.5 1.4 -0.563
C 0.649511 4.175617 1.222680 0.6 1.9 -0.4 0.588
H 0.590421 7.451067 2.138100 0.0 -0.3 0.2 0.356
H 1.382631 6.030767 3.015890 0.2 0.7 0.3 0.249
H -0.903859 5.682757 1.032830 0.1 0.1 0.1 0.351
H -0.657229 4.952737 2.661110 -0.5 0.7 0.1 0.254
H 0.130361 3.575817 0.475130 0.3 -0.1 0.1 -0.161
H 1.186501 3.580767 1.961530 -0.5 -0.3 0.3 -0.024
O -1.263899 -2.240883 -6.510260 1.1 1.0 -0.9 -0.592
C -2.082669 -2.225513 -5.650390 -0.4 -1.1 -1.4 0.479
O -3.142619 -1.440853 -5.637770 -1.4 2.4 -0.6 -0.451
C -3.902569 -1.553323 -4.415530 0.3 0.5 -0.2 -0.065
C -3.583209 -2.928793 -3.987500 1.0 -1.1 1.4 -0.220
C -2.235069 -3.266073 -4.669370 -0.9 -1.5 2.5 -0.224
H -4.988729 -1.535143 -4.505080 0.2 0.8 -0.9 0.393
H -3.589739 -0.745063 -3.754500 0.1 -0.1 0.1 -0.050
H -4.431369 -3.535573 -4.304600 0.4 -0.5 0.2 0.347
H -3.427059 -2.936713 -2.908780 -0.5 -0.4 0.1 -0.055
H -2.261819 -4.258103 -5.120220 0.2 0.2 -0.2 0.438
H -1.402349 -3.237263 -3.966630 0.0 -0.1 0.1 0.007
O -5.701609 0.309267 0.714550 2.1 1.3 -2.2 -0.634
C -4.866989 0.863817 -0.008060 -3.2 -2.1 1.4 0.345
O -4.865859 0.712377 -1.393040 -1.6 -0.7 1.4 -0.338
C -3.794409 1.400357 -1.939190 1.7 1.0 0.1 0.253
C -3.432759 2.411917 -0.850580 0.9 1.5 -1.5 -0.673
C -3.750499 1.724547 0.419270 1.2 -0.3 0.2 0.451
H -3.956999 1.924497 -2.880970 -0.8 -0.3 0.0 0.422
H -2.985379 0.697817 -2.139190 0.3 -0.1 0.2 -0.330
H -4.046769 3.301877 -0.988580 -0.1 0.1 0.0 0.313
H -2.395939 2.713517 -0.999410 0.1 0.1 0.3 0.313
H -3.865579 2.305707 1.334210 -0.5 -0.1 -0.3 0.423
H -2.910189 1.054887 0.602410 0.1 -0.4 0.3 -0.519
O -1.595499 0.396187 4.056850 2.2 1.5 1.5 -0.623
C -0.647659 0.876977 4.681440 -0.3 -2.4 -2.7 0.543
O 0.649521 0.442837 4.391410 -0.8 -0.8 -0.9 -0.194
C 1.659741 0.811797 5.344510 -1.7 0.5 0.5 -0.243
C 0.785871 1.537547 6.386210 0.3 0.9 0.2 -0.615
C -0.554199 1.913547 5.710410 0.8 -0.4 0.7 -0.321
H 2.435831 1.389307 4.842250 -0.2 0.1 0.1 0.175
H 2.092051 -0.043433 5.863920 0.1 -0.3 -0.7 0.197
H 1.309441 2.442367 6.694860 -0.1 -0.2 0.7 0.344
H 0.592831 0.823137 7.186490 0.1 0.4 0.3 0.328
H -0.436529 2.861127 5.184730 -0.5 0.2 0.2 0.079
H -1.417689 1.833527 6.370770 0.1 0.5 -0.1 0.352
C 5.125141 0.164757 0.072120 -0.3 0.3 -0.5 -0.027
C 4.936231 1.663127 0.383480 0.2 -0.8 -0.4 -0.315
O 4.272471 1.693767 1.671310 0.3 -1.6 1.5 -0.222
S 5.001841 0.537727 2.605610 3.1 -1.1 -1.2 1.057
O 4.118101 -0.365123 3.289050 -0.1 1.7 0.0 -0.480
O 6.183611 1.109557 3.291850 -3.1 -1.1 -1.6 -0.591
O 5.541551 -0.420733 1.305580 -0.5 1.7 1.7 -0.359
H 5.821971 -0.099723 -0.723230 0.4 0.5 0.3 0.408
H 4.222191 -0.317683 -0.302090 -0.4 0.1 0.5 -0.059
H 4.266221 2.164297 -0.315100 0.3 0.1 0.1 0.313
H 5.905261 2.140497 0.529090 -0.1 0.2 -0.4 0.298
C 0.407471 0.555107 1.121040 -0.1 -1.1 0.5 0.184
C -0.093169 -0.845693 1.427250 -0.8 -0.9 2.5 -0.566
O -0.178179 -1.688203 0.273470 0.6 1.2 -2.7 -0.179
S 0.214081 -0.812773 -1.075980 -0.1 -0.6 -0.1 0.613
O -0.850419 -0.911463 -2.157590 3.6 0.5 3.7 -0.331
O 1.636161 -1.140013 -1.364170 -3.7 1.2 0.2 -0.383
O 0.044631 0.675287 -0.259620 0.7 -0.6 -1.9 -0.263
H 1.437301 0.687067 1.452910 0.7 -0.3 -1.3 -0.027
H -0.033939 1.317067 1.763450 -1.0 -0.1 -0.6 0.116
H -1.092039 -0.900853 1.860050 -0.1 0.6 -0.1 0.186
H 0.517611 -1.352043 2.174680 0.3 0.0 -0.2 0.503

***

83
Properties=species:S:1:pos:R:3:forces:R:3:mulliken_charge:R:1 method="wB97M-V/def2-TZVPD" charge=+1 e_tot_ha=-3510.40024
C 9.090323 -3.786586 0.842739 -0.4 -0.6 0.4 -1.030
C 7.570145 -3.815974 0.431856 0.1 0.2 0.0 -0.377
C 7.041919 -2.514408 -0.317951 0.3 -0.3 0.2 -0.403
C 8.166373 -1.416398 -0.587911 -1.5 -0.6 -0.6 -0.107
C 7.520149 -0.335884 -1.558203 0.7 0.3 0.6 -0.890
C 7.773830 1.166140 -1.140793 -0.8 -0.1 -0.1 -0.787
C 7.412284 1.509648 0.353669 0.4 -0.4 0.1 -0.786
C 5.957429 1.105875 0.787892 -0.1 0.3 -0.1 -0.127
C 4.821473 2.054757 0.243628 0.2 -0.5 -0.2 -0.513
C 3.490928 1.904581 1.080023 0.7 0.6 -0.1 -0.603
C 2.398716 2.998193 0.738882 -0.3 -0.6 0.8 -0.649
C 0.943105 2.384499 0.569509 0.7 1.0 -1.2 -0.638
C -0.107754 3.566523 0.408165 -0.2 -0.1 0.5 -0.702
C -1.405015 3.356124 1.319960 0.9 -1.3 -0.6 -0.752
C -2.484316 2.539391 0.505161 -0.9 1.2 0.1 -0.609
C -3.988219 3.023032 0.774068 0.8 -0.3 -0.6 -0.457
C -4.806162 2.738123 -0.551748 -0.7 -0.6 0.5 -0.094
C -6.202127 1.988147 -0.287854 0.1 0.3 -0.3 -1.644
C -6.104404 0.446377 -0.511570 0.0 -1.7 0.9 0.606
C -5.894858 -0.122241 -1.879932 -0.7 -1.1 0.7 0.505
P -5.768510 1.154403 -3.279716 1.2 -1.0 -0.4 0.018
S -3.902496 1.205716 -3.859311 -0.3 0.3 0.0 -0.300
C -5.778607 -1.561714 -2.183093 -0.3 3.1 2.0 -1.064
I -5.544125 -2.002085 -4.245787 0.0 -0.3 0.9 0.222
C -5.843563 -2.488388 -1.025882 0.1 0.0 -0.8 1.280
C -5.692255 -3.932807 -1.208788 0.1 -0.1 3.4 -0.198
P -5.352347 -4.928733 -2.763670 0.2 -0.1 -2.7 0.294
O -3.676611 -5.059073 -2.845082 -1.7 0.7 1.5 -0.445
Cl -6.044349 -6.910138 -2.499047 0.6 0.8 1.0 -0.272
N -5.813161 -4.723492 -0.063496 -0.1 1.4 0.1 0.023
C -6.026594 -4.245570 1.216774 -0.2 1.9 0.8 -0.441
I -6.135981 -5.663179 2.844266 0.1 0.9 -1.3 0.192
C -6.147334 -2.841221 1.491526 0.4 -2.0 -2.2 -0.632
C -6.069189 -1.904502 0.343738 -0.2 -0.3 1.1 0.806
C -6.214981 -0.465443 0.616316 0.7 0.2 -2.0 0.200
C -6.480691 0.120999 2.045397 -0.2 -0.7 -0.2 -0.797
O -7.781676 0.754197 2.031272 1.7 1.2 -0.3 -0.106
O -8.728633 -0.124218 2.523316 -1.1 -1.1 0.8 -0.429
H 9.779601 -3.709011 -0.032310 -0.6 0.1 0.7 0.266
H 9.316401 -4.761049 1.365144 -0.1 1.0 -0.5 0.362
H 9.292723 -2.969052 1.587650 -0.1 -0.7 -0.9 0.252
H 7.376746 -4.690550 -0.240900 0.2 0.6 0.7 0.251
H 6.979553 -3.970795 1.380339 0.5 0.1 -1.0 0.277
H 6.568259 -2.822577 -1.295915 0.6 0.4 0.9 0.258
H 6.201119 -2.087945 0.300943 0.9 -0.1 -0.7 0.038
H 8.471515 -1.014671 0.408402 0.0 -0.2 -1.0 0.037
H 9.022783 -1.909331 -1.121800 -0.7 0.6 0.8 0.336
H 7.975368 -0.489054 -2.569638 -0.7 0.1 0.7 0.412
H 6.416895 -0.525357 -1.612470 0.9 0.2 -0.1 0.408
H 8.834335 1.447284 -1.360896 -0.8 -0.2 0.3 0.366
H 7.104713 1.798565 -1.796099 0.8 -0.5 0.5 0.315
H 7.609901 2.605951 0.497946 -0.4 -0.9 0.0 0.409
H 8.118108 0.973179 1.052689 -0.6 0.6 -0.8 0.289
H 5.764513 0.051734 0.439703 0.1 1.0 0.4 -0.311
H 5.877393 1.092372 1.908849 0.2 0.0 -0.9 0.523
H 5.195594 3.120840 0.223293 -0.5 -1.0 0.2 0.296
H 4.637741 1.757199 -0.830292 0.0 0.5 1.0 0.223
H 3.759814 2.031495 2.170061 -0.2 -0.3 -1.1 0.280
H 3.123152 0.852639 0.950664 0.1 0.9 0.1 0.304
H 2.699975 3.613035 -0.156745 -0.5 -0.7 0.8 0.328
H 2.344625 3.704725 1.618791 0.1 -0.5 -1.0 0.313
H 0.682634 1.662021 1.382958 0.3 0.8 -0.5 0.375
H 0.960758 1.802285 -0.395915 -0.1 0.3 1.0 0.204
H -0.364456 3.612213 -0.683212 -0.1 0.1 1.0 0.406
H 0.341717 4.570889 0.660227 -0.2 -1.2 -0.1 0.413
H -1.774809 4.318080 1.750289 0.1 -0.8 -0.6 0.436
H -1.057134 2.706057 2.172071 -0.4 0.9 -0.5 0.338
H -2.437941 1.429768 0.650809 0.2 0.9 -0.1 0.173
H -2.306932 2.758598 -0.586908 -0.1 -0.4 1.1 0.272
H -4.448630 2.512385 1.657949 0.4 0.4 -0.7 0.099
H -3.962348 4.127764 0.997862 -0.2 -1.1 -0.3 0.409
H -4.213830 2.041300 -1.208144 -0.4 1.1 0.4 0.073
H -5.011295 3.722747 -1.044042 0.3 -1.0 0.1 0.266
H -7.004904 2.387797 -0.972312 0.8 -0.4 0.8 0.424
H -6.517575 2.270436 0.744374 0.0 -0.6 -0.9 0.471
H -6.646865 0.658997 -4.294987 0.0 0.4 0.7 0.200
H -6.284147 2.415488 -2.886327 -0.2 -0.7 0.1 0.156
H -3.286380 -4.503779 -2.140938 0.3 -0.5 -0.4 0.366
H -5.746065 -5.748712 -0.130262 0.0 0.5 -0.4 0.280
H -6.284322 -2.548125 2.554806 0.1 -0.1 -1.2 0.236
H -5.692895 0.861263 2.357482 -0.9 -0.5 -0.6 0.135
H -6.524691 -0.653415 2.847488 0.2 0.6 -0.8 0.405
H -9.083435 0.321651 3.320999 0.4 -0.1 -0.5 0.339